Entry 1:
14
Properties=species:S:1:pos:R:3 method="wB97M-V/def2-TZVPD" energy_ev=-10202.363 max_force_ha_per_bohr=0.1950 orbital_gap_ev=8.538 mol_weight_g_mol=110.1 relative_energy_kj_mol=345.1 smiles="[H]/N=C/Nc1ncc[nH]1"
C 2.18 -0.29 -0.07
C -0.18 -0.52 0.06
C -2.40 -0.37 0.01
C -1.96 0.99 -0.18
H 2.95 1.35 0.21
H 2.99 -1.02 -0.75
H 1.12 -2.10 -0.04
H -3.26 -0.97 0.44
H -2.54 1.91 0.12
H -0.01 1.50 -0.08
N 1.98 0.95 0.44
N 1.03 -1.07 -0.24
N -1.32 -1.19 0.35
N -0.58 0.85 -0.25

=====

Entry 2:
14
Properties=species:S:1:pos:R:3 method="wB97M-V/def2-TZVPD" energy_ev=-10197.072 multiplicity=3 max_force_ha_per_bohr=0.1691 orbital_gap_ev="5.513 / 4.698" mol_weight_g_mol=110.1 relative_energy_kj_mol=264.1
C 3.13 -0.63 -0.06
C 0.46 1.23 0.84
C 1.63 0.07 -0.75
C -0.68 -0.78 -0.17
N 4.06 -1.10 0.35
N 1.48 2.03 0.20
N 2.08 1.42 -0.65
N 0.52 -0.05 0.20
H 0.96 1.30 1.92
H -0.54 1.71 0.72
H 1.57 -0.35 -1.67
H -0.99 -0.39 -1.25
H -0.53 -1.91 -0.23
H -1.45 -0.33 0.40

=====

Entry 3:
15
Properties=species:S:1:pos:R:3 method="wB97M-V/def2-TZVPD" energy_ev=-12251.141 max_force_ha_per_bohr=0.0381 orbital_gap_ev=9.153 mol_weight_g_mol=126.1 relative_energy_kj_mol=177.3
C -1.75 -0.32 0.01
C -0.38 -0.71 -0.01
C 0.31 0.50 -0.02
C 1.72 0.81 -0.07
H -3.72 -0.66 0.10
H -2.78 -2.05 0.35
H 0.01 -1.69 -0.14
H 2.01 1.85 -0.10
H 3.40 -1.66 0.19
H -0.41 2.47 0.18
N -2.83 -1.15 -0.12
N 2.75 0.10 -0.05
N -0.60 1.47 0.04
N -1.86 1.01 0.06
O 2.49 -1.25 0.07

=====

Entry 4:
18
Properties=species:S:1:pos:R:3 method="wB97M-V/def2-TZVPD" energy_ev=-27179.664 multiplicity=3 max_force_ha_per_bohr=0.1260 orbital_gap_ev="5.189 / 6.489" mol_weight_g_mol=190.2
C 1.51 -0.18 1.24
C 0.80 2.03 0.93
C -1.51 -0.83 -0.96
C 0.66 -0.04 -0.10
N 1.43 1.12 1.77
N 0.26 1.37 -0.08
N -2.25 -1.96 -1.00
N -0.46 -0.83 0.08
O 2.09 -1.11 1.62
O 0.68 3.21 1.16
O -1.63 0.13 -1.68
S 1.65 -0.52 -1.62
H 1.79 1.57 2.56
H -0.33 1.89 -0.69
H -2.08 -2.50 -0.24
H -3.22 -1.92 -1.15
H -0.46 -1.65 0.61
H 1.05 0.21 -2.46

=====

Entry 5:
15
Properties=species:S:1:pos:R:3 method="wB97M-V/def2-TZVPD" energy_ev=-11684.520 total_charge=+1 max_force_ha_per_bohr=0.0763 orbital_gap_ev="8.141 / 8.140" mol_weight_g_mol=124.1 relative_energy_kj_mol=360.0 smiles="C1=NCN2NC=N[N+]2=C1"
C 2.05 0.81 -0.14
C 0.74 1.53 -0.04
C 0.87 -1.21 0.21
C -2.31 0.08 0.12
N 2.05 -0.44 0.06
N -1.57 1.14 0.15
N -1.57 -1.01 -0.16
N -0.32 -0.53 -0.56
N -0.35 0.83 -0.22
H 2.88 1.46 -0.21
H 0.82 2.57 0.35
H 1.14 -2.06 -0.38
H -3.30 -0.05 0.31
H -1.91 -1.73 -0.79
H 0.78 -1.40 1.31

=====

Entry 6:
15
Properties=species:S:1:pos:R:3 method="wB97M-V/def2-TZVPD" energy_ev=-11685.836 total_charge=+1 max_force_ha_per_bohr=0.1193 orbital_gap_ev="7.093 / 7.094" mol_weight_g_mol=124.1 relative_energy_kj_mol=233.0
C 0.06 -1.54 -0.47
C -0.62 -0.54 0.28
C 1.92 -0.33 -1.44
C -2.19 0.65 1.01
N -1.93 -0.48 0.39
N -0.04 0.61 0.84
N 1.32 -1.42 -1.01
N -1.12 1.31 1.26
N 1.87 0.77 -0.76
H -0.46 -2.43 -0.58
H -3.19 1.02 1.14
H 1.64 -2.34 -1.44
H -1.16 2.19 1.64
H 1.58 0.89 0.23
H 2.32 1.63 -1.09

=====

Entry 7:
16
Properties=species:S:1:pos:R:3 method="wB97M-V/def2-TZVPD" energy_ev=-13741.128 total_charge=-1 max_force_ha_per_bohr=0.0682 orbital_gap_ev=9.157 mol_weight_g_mol=140.1 relative_energy_kj_mol=191.5
C -2.83 -1.05 0.70
C 1.04 -1.46 -0.37
C 0.92 1.04 -0.50
C 0.66 -1.05 1.03
N -2.30 0.81 -0.12
N -2.15 0.06 1.02
N -3.35 -0.98 -0.53
N -3.01 0.20 -1.01
N 1.38 -0.23 0.00
O 1.18 -2.25 -1.24
H 1.08 1.95 0.07
H 1.22 1.10 -1.49
H -0.14 0.90 -0.35
H 1.40 -1.17 1.73
H -0.45 -0.74 1.16
H -2.93 -1.84 1.34

=====

Entry 8:
17
Properties=species:S:1:pos:R:3 method="wB97M-V/def2-TZVPD" energy_ev=-24566.494 total_charge=+1 max_force_ha_per_bohr=0.1095 orbital_gap_ev=7.983 mol_weight_g_mol=172.2 relative_energy_kj_mol=78.5
C 1.39 1.15 -1.79
C 0.33 1.14 -1.04
C -0.03 0.20 1.55
C 0.21 -0.38 0.10
N -2.07 -0.62 -0.26
N -2.96 -1.40 -0.64
N -0.80 -2.36 -0.79
N -0.89 -1.13 -0.30
N 1.05 0.70 2.15
O -1.13 0.05 1.99
S -2.30 -2.84 -1.11
H 1.48 2.03 -2.46
H 2.23 0.41 -1.60
H -0.56 1.64 -0.79
H 1.24 -0.85 0.14
H 1.61 1.44 1.71
H 1.19 0.82 3.13

=====

Entry 9:
19
Properties=species:S:1:pos:R:3 method="wB97M-V/def2-TZVPD" energy_ev=-24042.273 total_charge=-2 max_force_ha_per_bohr=0.1067 orbital_gap_ev=8.543 mol_weight_g_mol=194.2 relative_energy_kj_mol=0.0 smiles=C[Si](C)(c1nnn[n-]1)c1nnn[n-]1
C -1.91 0.46 1.63
C 1.24 1.47 1.87
C -0.06 1.28 -0.82
C 0.31 -1.28 0.79
N -2.95 1.16 1.25
N 2.32 0.85 2.46
N -2.25 -0.41 2.64
N 1.46 2.76 1.87
N -4.02 0.71 1.94
N 3.15 1.88 2.78
N -3.54 -0.20 2.75
N 2.63 2.98 2.36
Si -0.17 0.60 0.93
H -0.84 2.18 -0.76
H 0.75 1.72 -1.26
H -0.56 0.56 -1.48
H -0.60 -1.80 0.71
H 1.06 -1.53 0.12
H 0.67 -1.75 1.81

=====

Entry 10:
12
Properties=species:S:1:pos:R:3 method="wB97M-V/def2-TZVPD" energy_ev=-7777.177 total_charge=-1 max_force_ha_per_bohr=0.1072 orbital_gap_ev=5.754 mol_weight_g_mol=84.1 relative_energy_kj_mol=314.4
C -2.55 0.84 -0.67
C -1.57 0.95 -0.01
C 1.11 -0.74 -0.32
C 0.09 1.00 0.92
N 1.15 0.63 0.09
O 1.85 1.54 -0.63
H -3.48 1.00 -1.35
H 0.09 -1.17 -0.24
H 1.46 -0.82 -1.26
H 1.84 -1.51 0.33
H -0.07 0.33 1.75
H 0.32 2.03 1.16

=====

Entry 11:
13
Properties=species:S:1:pos:R:3 method="wB97M-V/def2-TZVPD" energy_ev=-9818.388 total_charge=+1 max_force_ha_per_bohr=0.0680 orbital_gap_ev=9.981 mol_weight_g_mol=100.1 relative_energy_kj_mol=406.5 smiles="C[C@H]1C=C[N+](=O)O1"
C -0.05 -1.19 0.19
C 1.23 -1.29 -0.09
C -0.40 0.22 0.46
C -1.43 1.04 -0.39
N 1.73 0.03 -0.06
O 2.81 0.43 -0.33
O 0.78 0.92 0.24
H -0.86 -2.01 0.32
H 1.76 -2.23 -0.29
H -0.51 0.21 1.60
H -1.47 0.98 -1.45
H -1.12 1.99 -0.02
H -2.47 0.90 -0.17

=====

Entry 12:
13
Properties=species:S:1:pos:R:3 method="wB97M-V/def2-TZVPD" energy_ev=-9819.621 total_charge=+1 max_force_ha_per_bohr=0.1040 orbital_gap_ev=10.951 mol_weight_g_mol=100.1 relative_energy_kj_mol=287.6
C 2.20 -0.01 -0.06
C -0.35 -0.62 0.05
C 1.24 1.23 0.00
C -1.70 -1.16 -0.05
N 1.98 -1.27 0.08
O -0.10 0.64 -0.07
O 0.58 -1.61 0.19
H 3.21 0.16 -0.41
H 1.20 1.81 0.84
H 1.20 1.75 -1.02
H -1.64 -2.10 -0.83
H -2.28 -0.32 -0.25
H -1.91 -1.61 0.95

=====

Entry 13:
13
Properties=species:S:1:pos:R:3 method="wB97M-V/def2-TZVPD" energy_ev=-9818.493 total_charge=+1 max_force_ha_per_bohr=0.0732 orbital_gap_ev=8.270 mol_weight_g_mol=100.1 relative_energy_kj_mol=396.4 smiles="C=CC(=O)[N+](C)=O"
C 2.54 0.41 -0.03
C 1.28 0.80 -0.06
C 0.32 -0.27 -0.26
C -2.30 -0.44 0.06
N -1.10 0.39 -0.13
O 0.39 -1.44 -0.36
O -1.26 1.53 -0.28
H 3.32 1.13 0.10
H 2.79 -0.67 -0.44
H 1.09 1.90 0.03
H -2.19 -0.78 1.15
H -2.10 -1.28 -0.75
H -3.28 0.06 0.09

=====

Entry 14:
13
Properties=species:S:1:pos:R:3 method="wB97M-V/def2-TZVPD" energy_ev=-9819.640 total_charge=+1 max_force_ha_per_bohr=0.0669 orbital_gap_ev=8.224 mol_weight_g_mol=100.1 relative_energy_kj_mol=285.7
C 0.01 -1.76 1.32
C -0.55 0.23 0.00
C -1.21 -0.83 0.49
C -0.04 1.34 -0.42
N 1.08 1.94 -0.70
O 0.61 -1.29 2.21
O 0.15 -2.93 0.71
H -1.80 -1.41 -0.28
H -1.79 -0.58 1.42
H -0.88 1.97 -0.43
H 1.14 2.44 -1.55
H 1.80 1.30 -0.89
H 0.72 -3.45 1.34

=====

Entry 15:
14
Properties=species:S:1:pos:R:3 method="wB97M-V/def2-TZVPD" energy_ev=-11876.400 total_charge=-1 max_force_ha_per_bohr=0.0692 orbital_gap_ev=6.238 mol_weight_g_mol=116.1 relative_energy_kj_mol=392.6
O -2.76 1.29 -0.73
C -2.18 0.25 -0.95
O -2.39 -0.71 -1.67
C -1.14 -0.20 0.44
C -0.45 0.40 -0.53
C 3.09 -0.56 1.21
N 1.83 -0.59 1.57
O 3.68 0.21 0.41
H -1.02 -1.27 0.55
H -1.42 0.35 1.31
H -0.16 1.43 -0.44
H 0.18 -0.21 -1.15
H 3.72 -1.33 1.70
H 1.40 0.19 1.07

=====

Entry 16:
14
Properties=species:S:1:pos:R:3 method="wB97M-V/def2-TZVPD" energy_ev=-11877.519 total_charge=-1 max_force_ha_per_bohr=0.1063 orbital_gap_ev=7.681 mol_weight_g_mol=116.1 relative_energy_kj_mol=284.7
O 2.71 0.40 -0.92
C 2.26 0.06 0.19
O 2.75 -0.67 1.07
C 0.80 0.56 0.45
C -0.09 -0.60 0.02
C -1.55 -0.11 0.27
N -2.05 0.70 -0.77
O -2.13 -0.33 1.30
H 0.52 0.89 1.47
H 0.55 1.37 -0.26
H 0.17 -1.47 0.62
H -0.06 -0.87 -1.04
H -1.55 0.48 -1.64
H -2.33 -0.40 -0.74

=====

Entry 17:
15
Properties=species:S:1:pos:R:3 method="wB97M-V/def2-TZVPD" energy_ev=-13925.922 total_charge=-1 max_force_ha_per_bohr=0.0753 orbital_gap_ev=5.752 mol_weight_g_mol=132.1 relative_energy_kj_mol=203.7
C 1.34 2.21 1.10
C 1.41 -0.14 -0.70
C -0.62 -0.67 0.71
C 0.11 0.15 -0.34
N -0.54 1.20 -1.20
O 0.73 2.98 0.44
O 2.11 -1.24 0.08
O 2.02 1.66 1.87
O 2.10 0.26 -1.67
H -1.65 -0.23 1.00
H -0.09 -0.69 1.68
H -0.90 -1.67 0.45
H 0.17 1.39 -2.01
H -0.82 2.11 -0.92
H 3.02 -1.44 -0.36

=====

Entry 18:
15
Properties=species:S:1:pos:R:3 method="wB97M-V/def2-TZVPD" energy_ev=-13908.083 multiplicity=3 total_charge=+1 max_force_ha_per_bohr=0.1869 orbital_gap_ev="6.375 / 7.240" mol_weight_g_mol=132.1
C -1.78 -0.76 -0.20
C 0.40 -1.33 0.48
C 0.59 0.23 0.38
C -1.11 0.58 0.10
N 1.40 0.85 -0.71
O -2.93 -0.94 -0.50
O -0.85 -1.70 -0.11
O -1.60 1.59 0.86
O -1.38 1.71 -0.54
H 1.27 -1.81 -0.06
H 0.43 -1.65 1.64
H 0.97 0.56 1.28
H 2.23 1.24 -0.20
H 0.69 1.41 -1.09
H 1.67 0.04 -1.35

=====

Entry 19:
12
Properties=species:S:1:pos:R:3 method="wB97M-V/def2-TZVPD" energy_ev=-15021.376 max_force_ha_per_bohr=0.0810 orbital_gap_ev=8.937 mol_weight_g_mol=99.1 relative_energy_kj_mol=170.7 smiles=Cp1cccn1
C 1.78 0.17 -0.20
C 0.88 0.60 -1.06
C 1.22 -0.89 0.65
C -1.94 0.29 0.18
N 0.03 -1.35 0.51
P -0.87 -0.85 -0.75
H 2.85 0.30 -0.12
H 0.71 1.30 -1.84
H 1.85 -1.50 1.43
H -3.09 0.21 0.19
H -1.75 1.36 -0.14
H -1.68 0.37 1.17